[1]
DFT (the ωB97M-V functional and the def2-TZVPD basis) results for a cluster of 4 separate species, CH10O3S in total in a non-equilibrium geometry.

Cartesian coordinates (Å):
1 C 2.426 -0.025 2.310
2 S 2.678 -0.927 0.824
3 H 1.555 -0.380 2.844
4 H 3.331 -0.057 2.913
5 H 2.259 1.042 2.112
6 H 3.990 -1.246 0.913
7 H -3.641 -1.732 -3.801
8 H -2.397 -2.057 -2.857
9 O -3.243 -2.359 -3.189
10 H -1.844 3.428 3.591
11 H -3.322 3.868 3.735
12 O -2.719 3.329 3.211
13 H -1.344 0.939 -2.960
14 H -0.150 0.473 -3.847
15 O -1.079 0.314 -3.661

Values from the calculation:
Multiplicity = 2
⟨S²⟩ = 0.753
Net charge = +1

***

[2]
DFT (the ωB97M-V functional and the def2-TZVPD basis) results for a cluster of 5 separate species, CH10O5 in total in a non-equilibrium geometry.

Cartesian coordinates (Å):
1 O 1.642 0.260 2.489
2 C 2.360 -0.157 1.546
3 H 2.283 0.387 0.557
4 H 3.283 -0.628 1.744
5 H -0.621 0.442 1.606
6 H -1.889 -0.282 1.136
7 O -1.271 0.370 0.864
8 H -3.700 1.072 -2.204
9 H -2.623 0.787 -1.139
10 O -3.149 1.515 -1.513
11 H 0.493 -1.973 -1.241
12 H 1.567 -2.706 -0.456
13 O 0.618 -2.665 -0.563
14 H 0.756 1.874 -1.093
15 H -0.267 0.747 -0.588
16 O 0.519 0.957 -1.147

Values from the calculation:
Multiplicity = 2
⟨S²⟩ = 0.753
Net charge = -1

***

[3]
DFT (the ωB97M-V functional and the def2-TZVPD basis) results for a cluster of 5 separate species, CH10O6 in total in a non-equilibrium geometry.

Cartesian coordinates (Å):
1 O -1.092 -1.026 -1.168
2 C -1.615 -0.393 -2.087
3 O -2.782 0.386 -1.944
4 H -1.144 -0.346 -3.079
5 H -2.953 0.327 -1.071
6 O 0.294 1.448 1.553
7 H 0.318 2.087 2.207
8 H 0.797 0.643 1.955
9 O 3.788 0.668 0.615
10 H 3.075 0.073 0.281
11 H 3.891 1.104 -0.226
12 O 1.685 -1.202 -0.573
13 H 0.728 -1.362 -0.768
14 H 2.078 -2.137 -0.676
15 O -2.363 -0.361 1.437
16 H -3.048 -0.224 2.125
17 H -1.656 0.313 1.419

Values from the calculation:
SMILES = O=CO.O.O.O.O

***

[4]
DFT (the ωB97M-V functional and the def2-TZVPD basis) results for a structure of composition CH10O6 in a non-equilibrium geometry.

Cartesian coordinates (Å):
1 H -0.087 0.055 -0.435
2 O 0.271 -0.995 -1.036
3 O -0.376 0.952 0.273
4 H 0.691 -0.568 -1.802
5 H 1.061 -1.214 -0.399
6 C -0.099 0.939 1.544
7 H -0.787 1.643 2.054
8 O 0.698 0.179 2.067
9 O -3.257 -0.132 0.361
10 H -2.603 0.512 0.048
11 H -2.708 -0.895 0.597
12 O 0.892 1.125 -3.303
13 H 1.329 1.954 -3.093
14 H 0.397 0.832 -2.553
15 O 1.848 -1.750 0.757
16 H 1.200 -2.208 1.311
17 H 1.880 -0.944 1.327

***

[5]
DFT (the ωB97M-V functional and the def2-TZVPD basis) results for a structure of composition CH11Li3N2O5 in a non-equilibrium geometry.

Cartesian coordinates (Å):
1 Li 0.068 0.781 1.846
2 Li -0.383 2.144 -1.495
3 Li -2.027 3.128 0.104
4 O -0.869 1.411 0.235
5 H -1.428 0.614 0.156
6 O 0.042 2.736 2.645
7 H 0.440 2.338 3.419
8 H 0.341 3.645 2.662
9 O 1.564 1.662 -1.560
10 H 2.307 2.082 -1.993
11 H 1.902 1.401 -0.703
12 O -1.028 -1.127 2.178
13 H -1.410 -1.260 1.310
14 H -1.003 -2.002 2.565
15 C -0.103 -2.227 -1.009
16 O -1.012 -2.249 -0.210
17 N 0.780 -1.286 -1.168
18 N -0.005 -3.162 -1.867
19 H 0.677 -0.462 -0.593
20 H 1.346 -1.423 -1.993
21 H -0.804 -3.780 -1.883
22 H 0.605 -2.965 -2.647

Values from the calculation:
Multiplicity = 2
⟨S²⟩ = 0.750
Net charge = +1

***

[6]
DFT (the ωB97M-V functional and the def2-TZVPD basis) results for a cluster of 4 separate species, CH11N2O3 in total in a non-equilibrium geometry.

Cartesian coordinates (Å):
1 N 0.888 -0.214 -0.127
2 C 0.447 0.572 -1.023
3 N -0.085 1.738 -0.595
4 H 1.186 0.147 0.824
5 H 0.865 -1.228 -0.263
6 H 0.426 0.339 -2.063
7 H -0.064 2.610 -1.055
8 H -0.911 1.644 -0.010
9 H 1.232 -4.185 -0.208
10 H -0.028 -3.322 -0.294
11 O 0.657 -3.602 0.395
12 H 2.405 0.460 2.794
13 H 1.743 1.816 2.534
14 O 1.740 0.920 2.332
15 H -2.965 0.960 -1.759
16 H -4.175 0.790 -0.524
17 O -3.360 0.555 -0.957

Values from the calculation:
Net charge = +1

***

[7]
DFT (the ωB97M-V functional and the def2-TZVPD basis) results for a cluster of 4 separate species, CH11N2O3 in total in a non-equilibrium geometry.

Cartesian coordinates (Å):
1 N -2.431 0.752 0.033
2 C -2.221 0.123 -1.113
3 N -1.847 -1.129 -1.184
4 H -2.714 0.190 0.826
5 H -2.077 1.696 0.187
6 H -2.378 0.693 -2.024
7 H -2.164 -1.732 -1.934
8 H -1.032 -1.440 -0.653
9 H 5.396 2.540 1.955
10 H 4.219 2.206 1.128
11 O 5.175 2.292 1.054
12 H 0.247 -2.886 1.399
13 H -0.952 -2.297 2.060
14 O -0.454 -2.230 1.239
15 H 1.156 1.047 -0.527
16 H 1.206 0.013 -1.667
17 O 0.872 0.162 -0.780

Values from the calculation:
Net charge = +1

***

[8]
DFT (the ωB97M-V functional and the def2-TZVPD basis) results for a structure of composition CH11N2Pb in a non-equilibrium geometry.

Cartesian coordinates (Å):
1 C 2.316 -1.891 -0.469
2 Pb -1.925 0.234 -1.013
3 N -1.794 2.141 0.825
4 H -1.048 0.531 -2.681
5 H -2.812 2.111 0.942
6 H 2.786 -0.973 -0.135
7 H 2.641 -2.246 -1.457
8 H 1.210 -1.817 -0.471
9 H 2.560 -2.690 0.235
10 H -1.399 2.163 1.788
11 H -1.593 3.065 0.411
12 N -1.188 -0.833 1.499
13 H -0.415 -1.504 1.634
14 H -2.073 -1.354 1.593
15 H -1.182 -0.174 2.293

Values from the calculation:
Net charge = +1

***

[9]
DFT (the ωB97M-V functional and the def2-TZVPD basis) results for a cluster of 4 separate species, CH11N3O3 in total.

Cartesian coordinates (Å):
1 N -0.060 -0.233 1.106
2 C 0.149 -0.819 0.007
3 N 0.700 -0.269 -1.156
4 N 0.001 -2.198 -0.036
5 H 0.096 0.768 1.088
6 H 1.272 -0.844 -1.748
7 H 0.186 0.447 -1.629
8 H -0.546 -2.548 0.731
9 H -0.156 -2.649 -0.922
10 O 0.464 2.679 -0.155
11 H -0.353 2.443 -0.621
12 H 1.176 2.244 -0.646
13 O 1.704 -1.650 2.973
14 H 1.871 -1.977 2.085
15 H 0.987 -1.009 2.857
16 O -2.195 1.701 -1.123
17 H -2.295 1.852 -2.070
18 H -3.001 2.062 -0.740

Values from the calculation:
SMILES = N=C(N)N.O.O.O

***

[10]
DFT (the ωB97M-V functional and the def2-TZVPD basis) results for a cluster of 4 separate species, CH11NO4 in total in a non-equilibrium geometry.

Cartesian coordinates (Å):
1 N 1.731 0.462 -0.479
2 C 0.956 1.629 -0.762
3 O -0.431 1.582 -1.109
4 H 1.363 0.277 0.458
5 H 1.757 -0.123 -1.286
6 H 0.944 2.328 0.068
7 H 1.428 2.099 -1.641
8 H -0.635 2.117 -1.930
9 H 2.013 -2.923 -0.820
10 H 0.926 -3.048 0.202
11 O 1.073 -2.895 -0.721
12 H -2.394 1.615 1.391
13 H -1.873 0.852 0.013
14 O -2.542 0.782 0.815
15 H -1.684 -0.849 1.839
16 H -1.557 -2.299 2.163
17 O -1.075 -1.606 1.800

Values from the calculation:
Multiplicity = 2
⟨S²⟩ = 0.757
Net charge = +1

***

[11]
DFT (the ωB97M-V functional and the def2-TZVPD basis) results for a cluster of 5 separate species, CH11NO4 in total in a non-equilibrium geometry.

Cartesian coordinates (Å):
1 C -2.050 2.717 -1.687
2 N -1.815 1.845 -0.841
3 H -3.045 3.192 -1.770
4 H -1.273 3.031 -2.396
5 H -2.241 1.902 0.117
6 H -0.631 -0.453 1.555
7 H -0.107 0.922 2.114
8 O -0.558 0.108 2.331
9 H 1.212 0.146 -2.041
10 H 2.288 0.295 -0.952
11 O 1.593 -0.294 -1.274
12 H -0.403 -3.202 0.799
13 H -0.136 -2.388 -0.479
14 O -0.311 -2.308 0.462
15 H 1.757 -1.763 1.035
16 H 3.115 -1.589 1.800
17 O 2.605 -2.160 1.229

Values from the calculation:
Multiplicity = 2
⟨S²⟩ = 0.758
Net charge = +1

***

[12]
DFT (the ωB97M-V functional and the def2-TZVPD basis) results for a cluster of 5 separate species, CH11NO5 in total in a non-equilibrium geometry.

Cartesian coordinates (Å):
1 N -1.762 0.638 0.344
2 C -1.327 1.907 -0.011
3 O -0.163 2.202 -0.367
4 H -2.770 0.580 0.487
5 H -1.289 -0.221 0.308
6 H -2.020 2.698 0.211
7 O -2.028 -1.918 1.680
8 H -1.827 -2.600 2.429
9 H -1.221 -2.051 1.150
10 O 0.334 -1.348 -0.072
11 H 0.574 -0.717 -0.685
12 H 0.840 -2.086 -0.465
13 O 3.103 0.269 -0.088
14 H 2.386 -0.113 0.460
15 H 3.645 0.897 0.383
16 O 1.077 0.272 -2.084
17 H 0.470 0.885 -1.648
18 H 1.978 0.705 -2.033

Values from the calculation:
SMILES = NC=O.O.O.O.O

***

| no. | electronic energy (a.u.) | M (g mol⁻¹) |
| --- | --- | --- |
| 1 | -667.62451 | 102.15 |
| 2 | -420.23758 | 102.09 |
| 3 | -495.52283 | 118.09 |
| 4 | -495.53217 | 118.08 |
| 5 | -552.90486 | 151.93 |
| 6 | -379.66188 | 99.11 |
| 7 | -379.67412 | 99.11 |
| 8 | -346.75727 | 258.31 |
| 9 | -434.69327 | 113.12 |
| 10 | -399.99864 | 101.10 |
| 11 | -399.99447 | 101.10 |
| 12 | -475.65847 | 117.10 |